DFT (ωB97M-V with the def2-TZVPD basis set) results for a cluster of 2 separate species, CN2O3S in total.

## Properties
HOMO (alpha / beta) = -11.186 / -11.172 eV
Kohn-Sham gap (alpha / beta) = 6.6 / 6.5 eV
M = 120.09 g mol⁻¹
max |F| = 0.06893 Eh/bohr
energy relative to the best compared isomer or geometry (same formula, charge and spin) = 309.4 kJ/mol
LUMO energy (alpha / beta) = -4.63 / -4.64 eV

Last column: Mulliken charge in e.
CARTESIAN COORDINATES (ANGSTROEM)
1 C -2.119 0.322 0.102  0.378
2 N -2.631 1.351 0.074  -0.244
3 N 1.558 -0.098 -0.052  1.150
4 O 1.329 -0.035 -1.233  -0.524
5 O 2.575 0.267 0.482  -0.516
6 O 0.683 -0.617 0.774  -0.456
7 S -1.394 -1.188 -0.145  0.213

***

DFT (ωB97M-V with the def2-TZVPD basis set) results for a cluster of 2 separate species, CN2O3S in total.

## Properties
HOMO (alpha / beta) = -9.828 / -9.808 eV
Kohn-Sham gap (alpha / beta) = 7.8 / 7.8 eV
M = 120.09 g mol⁻¹
max |F| = 0.09259 Eh/bohr
energy relative to the best compared isomer or geometry (same formula, charge and spin) = 118.6 kJ/mol
LUMO energy (alpha / beta) = -2.04 / -2.01 eV

Last column: Mulliken charge in e.
CARTESIAN COORDINATES (ANGSTROEM)
1 C 0.098 -1.146 -0.769  0.514
2 N 0.826 -2.040 -0.788  -0.341
3 N -0.868 -0.348 -0.431  0.178
4 O 0.700 0.451 1.960  -0.370
5 O 0.244 1.504 -0.145  -0.375
6 O -1.960 -0.039 -0.913  -0.338
7 S 0.959 1.617 1.087  0.732

***

DFT (ωB97M-V with the def2-TZVPD basis set) results for an isolated molecule of CN2O3S.

## Properties
HOMO (alpha / beta) = -8.668 / -10.787 eV
Kohn-Sham gap (alpha / beta) = 8.1 / 8.3 eV
multiplicity = 3
M = 120.09 g mol⁻¹
max |F| = 0.06018 Eh/bohr
energy relative to the best compared isomer or geometry (same formula, charge and spin) = 247.9 kJ/mol
LUMO energy (alpha / beta) = -0.60 / -2.50 eV
<S²> = 2.041

Last column: Löwdin spin population.
CARTESIAN COORDINATES (ANGSTROEM)
1 C 0.624 -0.055 -0.756  -0.032
2 N 0.658 -0.364 0.483  0.342
3 N 0.081 0.439 -1.694  0.240
4 O -0.506 -0.019 1.197  0.175
5 O -1.891 -0.483 3.228  0.347
6 O -0.281 0.629 -2.820  0.399
7 S -1.095 -1.119 2.224  0.528

***

DFT (ωB97M-V with the def2-TZVPD basis set) results for a structure of composition CN2O4S.

## Properties
HOMO (alpha / beta) = -10.695 / -10.487 eV
Kohn-Sham gap (alpha / beta) = 8.5 / 8.2 eV
M = 136.09 g mol⁻¹
max |F| = 0.11022 Eh/bohr
energy relative to the best compared isomer or geometry (same formula, charge and spin) = 903.2 kJ/mol
LUMO energy (alpha / beta) = -2.22 / -2.26 eV

Last column: Mulliken charge in e.
CARTESIAN COORDINATES (ANGSTROEM)
1 C 0.577 0.671 -0.122  0.982
2 N 0.268 -0.159 0.980  -0.162
3 N 1.118 -0.303 -0.889  -0.376
4 O 0.344 1.799 -0.343  -0.311
5 O -1.129 1.856 0.640  -0.367
6 O -1.226 -2.023 -0.231  -0.378
7 O 0.971 -1.181 0.241  -0.110
8 S -0.924 -0.660 -0.276  0.722

***

DFT (ωB97M-V with the def2-TZVPD basis set) results for a cluster of 2 separate species, CN4O4 in total.

## Properties
HOMO = -11.393 eV
Kohn-Sham gap = 10.3 eV
SMILES string = N#CO[N+](=O)[O-].N#[N+][O-]
M = 132.03 g mol⁻¹
max |F| = 0.05942 Eh/bohr
energy relative to the best compared isomer or geometry (same formula, charge and spin) = 64.0 kJ/mol
LUMO energy = -1.10 eV

Last column: Mulliken charge in e.
CARTESIAN COORDINATES (ANGSTROEM)
1 N -1.048 -2.471 1.544  -0.402
2 C -0.352 -1.689 1.078  0.547
3 O 0.463 -0.871 0.573  -0.424
4 N 0.300 0.675 0.955  1.114
5 O -0.718 0.905 1.450  -0.433
6 O 1.315 1.207 0.798  -0.444
7 N -0.316 1.015 -1.095  -0.297
8 N 0.010 0.754 -2.123  0.880
9 O 0.346 0.476 -3.180  -0.541

***

DFT (ωB97M-V with the def2-TZVPD basis set) results for a structure of composition CNO4RuS2.

## Properties
HOMO (alpha / beta) = -9.425 / -9.827 eV
Kohn-Sham gap (alpha / beta) = 7.1 / 6.5 eV
multiplicity = 6
M = 255.22 g mol⁻¹
max |F| = 0.07212 Eh/bohr
LUMO energy (alpha / beta) = -2.36 / -3.31 eV
<S²> = 8.778

Last column: Löwdin spin population.
CARTESIAN COORDINATES (ANGSTROEM)
1 O 1.167 2.094 -0.607  0.209
2 C 1.398 1.726 0.601  0.031
3 O 2.109 2.250 1.441  0.033
4 Ru -0.166 0.692 -0.964  3.627
5 N -1.651 -1.941 -0.919  0.154
6 S -2.157 -0.474 -1.656  0.427
7 S -1.230 -1.997 0.598  0.035
8 O 0.507 0.467 0.845  0.487
9 O 0.021 -2.817 0.661  -0.003